Record 1
Computed, not measured: a molecular structure, C3H4Cl2Si at a distorted geometry, with ωB97M-V with the def2-TZVPD basis set.

CARTESIAN COORDINATES (ANGSTROEM)
C 2.7466 0.6663 -0.4853
C 1.8434 -0.0458 -0.1083
C -0.9908 -0.1704 0.8744
Si 0.5359 -1.0835 0.5357
Cl -2.5662 -0.9822 0.8337
Cl -1.0546 1.5109 1.3878
H 3.3682 1.3323 -0.8785
H -1.8551 0.6835 -0.7446
H -2.3193 0.5239 -1.4200
H 0.2920 -2.4349 0.0050

Forces on the atoms, in the same order (eV/Å):
C -3.0552 -2.5396 1.3885
C 0.9089 0.2227 0.0780
C 0.9244 -0.8735 0.1028
Si -2.4357 1.0952 0.1581
Cl 0.9947 0.1193 0.7857
Cl 0.1215 -0.9651 -0.0974
H 2.4504 2.2708 -1.3102
H -1.5486 -0.1767 -2.9448
H 1.3991 0.7119 1.8051
H 0.2405 0.1350 0.0342

Properties
net charge = 0
HOMO = -8.258 eV
orbital gap = 7.2 eV
relative energy (zero: lowest compared OMol25 entry of this formula, charge and spin) = 140.1 kcal per mole
multiplicity = 1

Record 2
Computed, not measured: 3 unconnected molecules or ions with the total composition C44H50BClF6O11 at a distorted geometry, with ωB97M-V with the def2-TZVPD basis set.

CARTESIAN COORDINATES (ANGSTROEM)
C -1.8412 -1.5758 5.3255
C -0.6753 -0.4676 5.2854
C -0.8923 0.4748 3.9811
C 0.4191 1.3787 3.6472
C 1.0977 1.0229 2.2233
C 1.8135 2.3295 1.5566
C 1.9946 2.1839 -0.0440
C 2.7858 0.8235 -0.4715
C 1.8229 -0.3403 -1.0247
C 2.0991 -0.7066 -2.5917
C 1.2551 0.2638 -3.5549
C 2.0461 1.3142 -4.3744
C 3.6294 1.5052 -4.3955
B 4.1799 2.7676 -3.5290
O 5.6154 2.7800 -3.2482
O 3.3858 3.8719 -3.0566
C 1.2199 2.2963 -5.2939
C -0.3246 2.2493 -5.4124
C -1.0166 3.3219 -6.3873
O -1.5020 4.5176 -5.6782
C -0.5878 5.5675 -6.0953
C 0.7830 5.6650 -5.2596
O -0.8335 6.3220 -7.0694
C -1.0944 1.1753 -4.6013
C -0.3119 0.1686 -3.6742
C -1.1675 -0.9395 -2.8767
O -0.6438 -2.0478 -2.5481
C -2.7155 -0.6388 -2.5425
C -3.4752 -1.3215 -1.3720
C -2.8061 -2.3978 -0.4196
C -1.8660 -2.1081 0.7736
C -1.2997 -3.3020 1.6241
C -1.6551 -4.7963 1.3311
C -2.6188 -5.0889 0.1333
C -3.1805 -3.9012 -0.7135
C -4.9939 -0.9988 -1.0940
C -5.7698 0.0225 -1.9616
C -5.0091 0.7115 -3.1537
C -5.8575 1.7555 -4.0208
C -6.7257 1.0988 -5.1885
O -7.8533 0.5771 -4.9665
Cl -6.2056 1.0696 -6.9662
C -3.5055 0.3825 -3.4508
C -2.6992 1.0355 -4.6860
O -3.3218 1.3950 -5.7170
H -2.8649 -1.0614 5.4601
H -1.8835 -2.1307 4.3245
H -1.6808 -2.3719 6.1379
H 0.3313 -1.0287 5.2417
H -0.7324 0.1333 6.2669
H -1.8037 1.1381 4.1795
H -1.0448 -0.2129 3.0770
H 0.0650 2.4814 3.6417
H 1.1902 1.2243 4.4803
H 0.3227 0.5982 1.4935
H 1.9480 0.2636 2.4268
H 1.1182 3.2314 1.7648
H 2.8054 2.4511 2.1086
H 0.9742 2.2654 -0.5556
H 2.6127 3.0871 -0.4106
H 3.3615 0.5072 0.4820
H 3.5731 1.1111 -1.2551
H 2.0160 -1.2696 -0.3672
H 0.7347 0.0202 -0.8894
H 1.8120 -1.8014 -2.7385
H 3.2284 -0.6221 -2.7306
H 4.2208 0.5481 -4.1335
H 3.9120 1.7293 -5.4993
H 6.0488 2.1903 -3.9173
H 3.8974 4.7091 -3.1465
H 1.8030 3.0730 -5.9149
H -0.1820 3.6567 -7.1196
H -1.8299 2.8621 -7.0629
H 1.6101 5.2904 -5.9669
H 0.7330 4.9223 -4.3896
H 1.0297 6.7175 -4.9003
H -1.5980 -1.0332 1.0325
H -0.5819 -3.1292 2.5056
H -1.2764 -5.6809 1.9403
H -2.8631 -6.1857 -0.0774
H -3.9034 -4.1352 -1.5747
H -5.5563 -1.5244 -0.2353
H -6.8632 0.2071 -1.7086
H -5.1445 2.5818 -4.3557
H -6.6137 2.2386 -3.2900
C -3.6709 -10.2424 5.8680
C -3.4271 -8.7507 5.7456
O -2.1867 -8.4939 5.0687
C -2.2258 -8.5507 3.7211
O -3.2136 -8.8026 3.0808
C -0.8579 -8.2101 3.1341
F 0.1529 -8.8312 3.7773
F -0.5965 -6.8845 3.2040
F -0.7465 -8.5528 1.8381
H -2.8212 -10.7311 6.3519
H -4.5722 -10.4394 6.4522
H -3.7876 -10.7050 4.8857
H -3.3398 -8.3101 6.7408
H -4.2570 -8.2474 5.2408
C 7.8237 4.5704 3.5991
C 6.8247 4.8618 4.7024
O 5.6586 5.5102 4.1715
C 4.7347 4.7007 3.6128
O 4.8396 3.5033 3.5357
C 3.5324 5.5131 3.1374
F 3.8919 6.6361 2.4780
F 2.7555 5.9107 4.1670
F 2.7359 4.8220 2.3019
H 8.0662 5.4844 3.0507
H 8.7433 4.1509 4.0122
H 7.4157 3.8626 2.8744
H 7.2667 5.5507 5.4251
H 6.5507 3.9535 5.2472

Forces on the atoms, in the same order (eV/Å):
C -0.0593 0.1441 -0.2638
C -0.7268 -0.5505 -0.2920
C 1.1621 -0.3961 0.6435
C -0.6617 0.1019 -0.1878
C 0.6485 0.6742 0.3171
C -1.0912 -0.8734 -0.0555
C 0.7506 0.2776 0.3993
C -0.2318 0.9182 0.4061
C 0.3415 0.1338 0.2693
C -0.7855 0.1492 0.8593
C -0.3557 1.2242 -1.5169
C -3.8387 0.3380 -0.8280
C -0.8485 -0.4209 -0.5280
B 1.2191 0.9103 0.9042
O -2.2147 -0.3359 -1.7321
O 1.7563 -1.3289 -1.4830
C -1.5644 -2.4186 1.7790
C 1.7163 -1.7422 1.5628
C 1.1089 -1.1060 -0.7779
O 2.0149 0.6729 -1.4729
C -0.3078 2.3471 -1.9866
C -0.4775 -1.0710 -0.2077
O 0.7206 -3.2184 4.0921
C 2.3874 -0.3758 0.8994
C 0.7727 2.4019 -1.4741
C 1.0703 -2.2273 0.4392
O -2.0579 4.3939 -1.1495
C -2.9218 1.0514 0.3881
C -1.1339 1.3078 -0.9396
C 0.8525 -3.0014 1.4800
C -0.9129 -3.5239 -0.8957
C -1.7934 -1.1983 -2.2057
C -1.9574 3.2535 -2.7853
C 1.1866 3.7496 1.0811
C 1.8894 0.2215 2.4812
C 1.3233 1.8495 -2.7679
C 4.4946 -1.4865 -0.5146
C 0.8873 -2.0787 1.3656
C 0.6092 0.2518 0.7032
C -4.1914 -1.9649 0.7274
O 5.2290 2.4231 -0.6343
Cl -0.0620 0.3071 1.9125
C -0.8150 -1.2340 2.2503
C -0.9018 0.3247 -1.4370
O 2.0585 -0.9658 3.4920
H 1.5591 -0.8763 -0.0704
H 0.0697 0.7716 1.3395
H -0.2756 1.3359 -1.0553
H -1.4059 1.0711 -0.0059
H 0.2975 -0.7530 -1.5870
H 1.2050 -1.0216 -0.5278
H -0.1692 0.9703 1.3389
H 0.8376 -1.6928 0.0267
H -1.0733 0.4320 -1.1498
H 1.0713 0.4711 1.0703
H -1.6194 0.8613 -0.5587
H 1.2890 -1.4095 -0.3397
H -1.3125 0.0789 -0.9923
H 1.3389 -0.2794 0.6694
H -0.9902 -1.3294 0.5532
H -0.8565 0.2303 -1.6793
H -1.0604 -0.5191 1.0184
H -0.5821 1.3153 -1.2151
H 1.6466 -0.8465 -0.2073
H 0.2200 1.6479 -0.0289
H -1.6449 0.0663 -0.1622
H -1.1496 1.4818 -0.3198
H -0.4535 -0.2892 1.6557
H -0.4262 0.6331 1.1331
H -0.3641 -0.9210 0.5104
H -1.0981 -1.4316 1.1023
H -1.2676 -0.6653 1.1341
H 1.0694 0.7915 1.5663
H -1.1933 0.7881 1.0139
H 0.1043 1.2436 -1.1632
H -0.5765 -1.4115 -0.6950
H -0.3463 -1.6874 -0.3913
H -1.2950 0.0259 -1.5954
H -0.5751 1.9945 -1.1461
H 0.1915 1.9295 0.1212
H 1.3136 0.4849 1.4485
H 1.2719 0.8887 -1.5281
H 1.6982 -0.0454 -0.6635
H -1.1295 -1.2882 -0.0122
H 1.0460 -0.9337 -1.3757
C 0.1658 -0.2008 -0.2316
C -0.6673 -0.2643 0.4200
O 0.5307 0.2755 -1.0284
C -1.6674 -0.2717 1.1057
O 1.0999 0.2556 -0.0135
C 1.8708 -0.0220 -0.8128
F -0.7093 0.1253 0.0063
F -0.2841 -0.6297 0.5224
F -0.5749 0.0833 0.6387
H -0.1016 0.1071 0.0850
H 0.0751 0.0690 -0.0308
H -0.1000 0.0975 0.0582
H 0.3078 0.0674 -0.2077
H 0.2496 -0.0803 -0.1428
C -0.1263 -0.0252 -0.3189
C 0.7201 -0.3176 0.1924
O -1.0897 -0.1615 -0.3633
C 1.6142 -0.6995 0.8021
O -0.5861 0.8911 -0.2036
C -1.6079 1.0818 -0.8642
F 0.2959 -0.5338 0.3193
F 0.5594 -0.3641 -0.0217
F 0.8660 0.2548 0.5847
H 0.0459 -0.0223 0.1620
H -0.0901 0.0513 0.0160
H 0.0309 -0.0355 0.1409
H -0.3166 0.1377 -0.1434
H -0.1639 0.1094 -0.2199

Properties
net charge = 0
HOMO = -8.609 eV
orbital gap = 7.3 eV
SMILES string = CCCCCCCCCCc1c(CB(O)O)cc(COC(C)=O)c2c1C(=O)c1c(-c3ccccc3)ccc(CC(=O)Cl)c1C2=O.CCOC(=O)C(F)(F)F.CCOC(=O)C(F)(F)F
multiplicity = 1

Record 3
Computed, not measured: 4 unconnected molecules or ions with the total composition C17H32NO5 at a distorted geometry, with ωB97M-V with the def2-TZVPD basis set.

CARTESIAN COORDINATES (ANGSTROEM)
C -1.6343 -1.1862 -7.4771
C -0.5602 -0.2294 -7.1633
C -0.0785 -0.2630 -5.6220
C 0.9992 -1.2764 -5.1726
N 1.3813 -1.3127 -3.7619
C 0.7917 -0.4421 -2.7620
C -0.2939 0.6251 -3.1257
C -0.7629 0.7255 -4.6218
C -1.9137 1.7668 -5.0710
O -3.0468 1.3546 -5.3949
O -1.5564 3.1509 -5.0219
H -1.3152 -2.2599 -7.7012
H -2.7285 -0.8334 -7.4233
H -0.1226 0.5004 -7.9260
H 1.4717 -1.9751 -5.9549
H 2.0815 -2.0258 -3.4994
H 1.0993 -0.5260 -1.6523
H -0.7841 1.3252 -2.3440
H -0.8632 3.2080 -4.3104
C -2.5191 3.8032 0.7963
C -2.5829 2.6272 -0.1648
C -3.8232 1.7816 0.0763
O -1.4164 1.8171 -0.0023
H -2.4721 3.4572 1.8338
H -1.6174 4.3956 0.6194
H -3.3912 4.4520 0.6844
H -2.5832 2.9946 -1.1957
H -3.8212 1.3657 1.0890
H -3.8505 0.9335 -0.6137
H -4.7342 2.3700 -0.0572
H -1.4070 1.4873 0.9063
C 2.6815 -3.3595 1.3092
C 3.1368 -1.9236 1.1036
C 3.2837 -1.1947 2.4290
O 2.1860 -1.2360 0.2867
H 1.7044 -3.3925 1.8017
H 2.5685 -3.8685 0.3477
H 3.3976 -3.9170 1.9177
H 4.0915 -1.9136 0.5704
H 2.3272 -1.1528 2.9601
H 3.6003 -0.1606 2.2658
H 4.0180 -1.6880 3.0710
H 1.3372 -1.2396 0.7508
C 1.0419 0.6610 5.8573
C 0.3584 -0.6781 5.6283
C 0.0516 -1.3750 6.9442
O 1.2027 -1.5121 4.8348
H 1.9958 0.5285 6.3778
H 1.2670 1.1458 4.9032
H 0.4118 1.3297 6.4492
H -0.5685 -0.5266 5.0678
H 0.9714 -1.5779 7.5022
H -0.4287 -2.3406 6.7645
H -0.6081 -0.7672 7.5685
H 2.0261 -1.6525 5.3221

Forces on the atoms, in the same order (eV/Å):
C 1.3726 1.2720 0.5495
C -0.7895 -1.0578 1.0523
C 1.7502 -1.2225 0.5539
C -2.3492 2.9683 1.7022
N -2.6708 2.1266 -1.2806
C -1.8360 1.3457 -1.8987
C 1.2194 -2.1216 -3.2499
C 2.8473 -2.3274 1.6083
C -2.4392 -0.5794 -0.4872
O 4.8473 1.7984 1.1057
O -0.0173 -3.3515 1.0644
H -1.0444 0.9479 2.1450
H 1.7022 -0.4163 -2.0478
H -1.7461 0.2760 1.8485
H -0.6586 1.1692 1.7445
H -0.5627 0.7354 0.1665
H -0.0955 -0.2053 -2.1011
H 1.1695 -1.5803 -1.0616
H -0.5769 0.2097 -1.0848
C 0.1657 0.2688 -0.1233
C -0.3871 -0.0217 0.7838
C -0.1106 -0.1483 -0.2629
O 0.3455 -0.1790 -0.4064
H -0.1325 -0.0620 -0.0758
H -0.1102 -0.0230 -0.0424
H 0.0699 -0.0530 0.0486
H 0.1686 -0.1061 0.0201
H 0.0110 0.1624 0.0042
H -0.0326 0.1093 -0.0008
H 0.0593 -0.0728 0.0399
H -0.0209 0.1035 -0.1609
C 0.0108 -0.1694 -0.2189
C -0.1125 -0.2884 0.7093
C 0.0326 0.3130 -0.0624
O -0.3114 0.2673 -0.6593
H 0.1164 0.0804 0.1176
H 0.1036 0.0112 0.0634
H -0.0897 0.0315 -0.0397
H -0.2030 0.1207 -0.1637
H 0.1384 -0.1733 -0.0705
H 0.0989 -0.1182 -0.0308
H -0.0569 0.0263 -0.0401
H 0.2511 -0.0515 0.1191
C -0.0514 0.2235 -0.1960
C 0.4541 0.0487 0.6201
C -0.2616 -0.1797 0.0173
O -0.1675 -0.1026 -0.2485
H -0.1170 -0.0547 0.0838
H -0.0813 -0.0196 0.0614
H 0.0856 -0.0320 -0.0210
H 0.1490 -0.1493 -0.1140
H -0.0117 0.1559 -0.0296
H -0.0159 0.1254 -0.0113
H 0.0718 -0.0592 -0.0077
H -0.1809 0.0289 -0.0314

Properties
net charge = +1
HOMO = -11.069 eV
orbital gap = 6.2 eV
relative energy (zero: lowest compared OMol25 entry of this formula, charge and spin) = 0.0 kcal per mole
multiplicity = 1

Record 4
Computed, not measured: CH9N5 in the gas phase at a distorted geometry, with ωB97M-V with the def2-TZVPD basis set.

CARTESIAN COORDINATES (ANGSTROEM)
C -1.7131 -0.8974 -0.3126
N 0.3906 0.4848 0.4018
N 1.1797 0.1185 -0.6564
N -0.5214 -0.8774 0.5075
N 2.6467 -0.0603 -0.0582
N -0.2658 1.6487 0.1197
H 1.0845 -0.7992 -1.0845
H -0.7681 -0.8660 1.4954
H -0.8149 1.6685 -0.7386
H 2.5864 -0.5934 0.8142
H 2.9771 0.8732 0.1782
H -0.7002 2.0540 0.9371
H -2.3541 -0.0073 -0.1894
H -2.3025 -1.7793 -0.0513
H -1.4248 -0.9675 -1.3628

Forces on the atoms, in the same order (eV/Å):
C -0.0178 0.6427 -0.0372
N -2.5086 -3.5255 0.3294
N 5.5834 0.9652 0.3365
N 0.8294 1.5175 1.0409
N -1.7772 0.0653 -1.5050
N -0.2963 0.5157 -0.3789
H -0.8457 0.1261 0.8292
H -0.1064 -0.0263 -0.1983
H -0.0215 -0.0476 0.2889
H -0.4507 0.2568 -0.2726
H -0.3846 -0.1203 -0.1303
H -0.0230 -0.2028 -0.1793
H 0.0168 -0.1636 -0.0522
H 0.0995 0.0611 -0.0284
H -0.0974 -0.0644 -0.0427

Properties
net charge = 0
HOMO = -8.582 eV
orbital gap = 9.6 eV
SMILES string = CNN(N)NN
relative energy (zero: lowest compared OMol25 entry of this formula, charge and spin) = 69.3 kcal per mole
multiplicity = 1

Record 5
Computed, not measured: C26H36FN3O2 in the gas phase, with ωB97M-V with the def2-TZVPD basis set.

CARTESIAN COORDINATES (ANGSTROEM)
C -2.1376 3.3890 0.0579
C -1.0971 4.3593 0.6084
O 0.2186 3.8583 0.4891
C 0.6707 2.8956 1.3476
C 0.0055 2.4971 2.5012
C 0.5846 1.5839 3.3667
C 1.8365 1.0652 3.0993
C 2.4909 1.4464 1.9401
C 1.9219 2.3357 1.0440
C 2.6519 2.6992 -0.2308
N 2.3574 1.8984 -1.4060
C 2.7509 0.5133 -1.3639
H 2.8565 0.1836 -2.4037
H 3.7344 0.4402 -0.8960
C 1.7573 -0.4203 -0.6369
N 0.4250 0.1491 -0.6976
C 0.2003 0.8064 -1.9673
H 0.4564 0.1591 -2.8253
C 1.0414 2.0917 -2.0036
C 1.2084 2.6200 -3.4386
H 1.9003 3.4653 -3.4060
H 1.6513 1.8524 -4.0745
C -0.1192 3.0690 -4.0516
O -0.8289 3.9693 -3.2330
H -0.2349 4.6886 -2.9893
H 0.0684 3.5211 -5.0377
H -0.7874 2.2167 -4.1914
H 0.5147 2.8520 -1.4266
H -0.8556 1.0691 -2.0463
C -0.6650 -0.6999 -0.2569
C -0.9496 -1.9409 -1.1247
H -1.1529 -1.6466 -2.1559
H -0.0808 -2.6011 -1.1162
C -2.1661 -2.6765 -0.5526
N -1.9923 -3.0579 0.8303
C -1.4627 -4.2923 1.1547
C -1.5812 -4.8264 2.4481
C -1.1092 -6.0729 2.7955
C -0.5064 -6.8736 1.8406
C -0.3960 -6.3966 0.5476
C -0.8579 -5.1376 0.2144
H -0.7358 -4.8023 -0.8027
H 0.0654 -7.0060 -0.2154
H -0.1396 -7.8527 2.1040
H -1.2394 -6.4090 3.8125
F -2.2099 -4.1190 3.4268
C -1.7339 -1.9009 1.6642
H -1.6109 -2.1955 2.7026
C -0.4790 -1.1596 1.1896
H 0.3734 -1.8379 1.2608
H -0.2870 -0.2972 1.8274
H -2.6030 -1.2367 1.5990
H -2.4117 -3.5589 -1.1454
H -3.0307 -2.0019 -0.5892
H -1.5601 -0.0614 -0.2895
H 1.8142 -1.4184 -1.1070
H 2.0335 -0.5202 0.4143
H 2.4285 3.7377 -0.4870
H 3.7295 2.6147 -0.0563
H 3.4738 1.0492 1.7271
H 2.2973 0.3680 3.7827
H 0.0511 1.2889 4.2587
H -0.9664 2.8951 2.7473
H -1.3178 4.6314 1.6476
H -1.0942 5.2763 0.0118
H -1.9812 3.2528 -1.0095
H -3.1355 3.7874 0.2199
H -2.0529 2.4238 0.5525

Forces on the atoms, in the same order (eV/Å):
C 0.3644 0.1382 0.0899
C -0.4868 0.0540 -0.0053
O 0.3134 -0.1721 0.0519
C 0.2029 -0.0983 0.1515
C -0.2293 0.2374 -0.1312
C 0.1412 -0.0313 0.0513
C -0.0216 -0.1129 0.1609
C -0.1149 0.1697 0.0112
C -0.0324 0.1654 -0.0423
C -0.0219 0.0462 -0.0632
N 0.0555 0.0250 0.1023
C -0.0591 -0.1456 -0.0664
H 0.0724 -0.0966 0.0880
H 0.0332 -0.0557 -0.0707
C 0.0903 -0.0464 0.1469
N -0.0500 0.1320 -0.1667
C 0.1576 0.1627 0.1592
H -0.0804 0.0190 -0.0695
C 0.0258 0.1785 -0.5812
C -0.5709 0.0910 0.2988
H 0.0603 0.0170 -0.0355
H 0.1148 -0.0500 -0.0633
C 0.4478 -0.3090 -0.4348
O -0.1837 0.4073 0.3662
H -0.0549 -0.0142 -0.0192
H -0.0788 -0.1521 0.0838
H 0.0339 0.0160 -0.0640
H 0.0344 -0.1707 -0.0522
H -0.0514 -0.0294 -0.0626
C 0.0692 -0.2703 0.1396
C -0.1492 0.2381 0.1322
H 0.0217 -0.0221 -0.0821
H 0.0460 -0.0372 -0.0542
C 0.1130 -0.0897 -0.2606
N -0.4317 0.0586 0.0482
C 0.0184 -0.3147 0.1517
C 0.0702 -0.0687 0.1437
C -0.0155 0.1373 -0.0303
C 0.0101 -0.0094 -0.0512
C 0.0537 -0.1696 0.0358
C -0.0254 0.1491 0.0394
H -0.0047 0.1026 -0.0844
H 0.0326 -0.0393 -0.0659
H 0.0326 -0.0934 0.0288
H -0.0350 0.0055 0.1090
F 0.0327 -0.0410 -0.2542
C 0.4302 0.2086 0.2227
H -0.1090 0.0005 -0.0714
C -0.3464 0.1836 -0.1584
H 0.0814 -0.0381 0.0478
H 0.0517 0.0178 -0.0058
H 0.0149 0.0095 0.0575
H -0.0613 0.0719 0.0303
H 0.0062 -0.0494 -0.0596
H -0.0179 -0.0569 0.0240
H 0.0204 0.0345 0.0431
H 0.0334 -0.1301 -0.0868
H 0.1292 -0.0273 0.0499
H -0.0614 0.0873 0.0583
H 0.1166 -0.0333 -0.0617
H 0.0393 -0.0620 0.0601
H -0.0438 -0.0142 0.0697
H -0.0908 0.0645 -0.0242
H 0.0742 0.0210 -0.1046
H -0.0171 -0.0753 0.1483
H -0.0047 -0.0247 -0.1002
H -0.1364 0.0136 0.0196
H -0.0590 -0.1125 0.0620

Properties
net charge = 0
HOMO = -7.693 eV
orbital gap = 8.4 eV
SMILES string = CCOc1ccccc1CN1CCN(C2CCN(c3ccccc3F)CC2)C[C@@H]1CCO
relative energy (zero: lowest compared OMol25 entry of this formula, charge and spin) = 20.8 kcal per mole
multiplicity = 1